[1]
{
  "formula": "C10H30O5",
  "method": "ωB97M-V/def2-TZVPD",
  "energy_ev": -21081.3940,
  "e_above_lowest_kj_mol": 172.5,
  "multiplicity": 2,
  "s_squared": 0.754,
  "charge": 1,
  "homo_energy_ev": [-12.7, -12.7],
  "orbital_gap_ev": [9.81, 3.00],
  "lumo_energy_ev": [-2.8, -9.6],
  "elements": ["C", "C", "O", "H", "H", "H", "H", "H", "H", "C", "C", "O", "H", "H", "H", "H", "H", "H", "C", "C", "O", "H", "H", "H", "H", "H", "H", "C", "C", "O", "H", "H", "H", "H", "H", "H", "C", "C", "O", "H", "H", "H", "H", "H", "H"],
  "coordinates": [[3.2580, -2.3751, -2.4419], [3.7992, -3.2728, -1.2438], [3.8703, -2.4050, -0.1268], [2.3950, -1.8539, -2.0276], [2.9171, -2.9536, -3.3006], [3.9865, -1.5969, -2.6696], [4.7759, -3.7004, -1.4706], [3.1544, -4.0959, -0.9360], [4.6819, -1.9064, -0.2461], [-1.2113, -1.3111, 0.0333], [-0.1615, -0.5536, -0.6577], [-0.7234, 0.6623, -1.0765], [-0.9834, -2.3432, 0.2997], [-2.1577, -1.2359, -0.5022], [-1.4037, -0.8135, 0.9838], [0.3075, -1.2331, -1.3694], [0.6723, -0.1716, -0.0686], [-1.1184, 1.1034, -0.3209], [-1.9749, 2.0787, 3.1945], [-2.6231, 2.3730, 1.8308], [-1.5796, 2.7040, 0.9673], [-2.6759, 2.0197, 4.0271], [-1.1171, 2.6958, 3.4619], [-1.4106, 1.1746, 2.9658], [-3.3512, 3.1838, 1.8086], [-3.1757, 1.4900, 1.5098], [-1.1643, 3.4910, 1.3277], [-5.2210, -1.4033, 0.6147], [-5.9775, -0.0649, 0.8239], [-6.1832, 0.4289, -0.4844], [-4.3204, -1.4162, 0.0009], [-5.8138, -2.1513, 0.0882], [-4.9852, -1.9797, 1.5093], [-5.4080, 0.6539, 1.4129], [-6.9055, -0.2455, 1.3665], [-6.6383, 1.2501, -0.2841], [3.9804, 1.7978, -0.9871], [5.3383, 1.0988, -1.1176], [6.3341, 2.0112, -0.6043], [3.9072, 2.6554, -1.6558], [3.8467, 2.2288, 0.0051], [3.0653, 1.2055, -0.9836], [5.6264, 0.8788, -2.1455], [5.1926, 0.1800, -0.5496], [7.1753, 1.7170, -0.9612]],
  "forces_ev_per_a": [[0.0, -1.3, 1.4], [-0.5, 1.0, -1.1], [0.3, 0.0, 0.4], [-0.2, 0.0, 0.0], [0.4, 0.1, -0.1], [0.1, -0.3, -0.3], [0.0, 0.0, -0.1], [-0.2, 0.1, -0.4], [0.1, 0.2, 0.3], [-1.5, 0.2, 2.4], [-0.4, -0.7, -1.2], [1.8, -1.1, -1.9], [0.3, 0.1, -0.4], [0.2, -0.3, -0.3], [-0.3, -0.1, 0.4], [0.1, 1.1, -1.2], [0.7, 0.2, 1.1], [-1.0, 1.3, 1.5], [0.1, -0.4, -0.6], [-0.5, 0.6, 1.8], [0.7, -0.7, -1.8], [0.2, -0.4, -0.1], [-0.5, 0.9, -0.1], [-0.4, -0.7, 0.7], [-0.1, 0.1, 0.4], [0.3, -0.1, -0.4], [0.2, 0.1, -0.2], [-0.4, -0.9, 0.4], [1.3, -1.9, -0.4], [-0.4, 0.6, 0.6], [0.2, 0.9, 0.1], [-0.6, 0.4, -0.2], [0.1, 0.5, 0.5], [0.3, 0.0, 0.1], [-0.2, -0.1, -0.1], [-0.3, 0.4, -0.9], [0.0, 1.0, 0.3], [-0.7, 1.0, 0.3], [-0.7, -0.9, 0.0], [-0.2, -0.2, -0.2], [0.8, 0.2, 0.3], [0.3, -0.6, -0.9], [-0.4, -0.2, -0.1], [0.8, -0.2, 0.2], [0.2, 0.1, 0.1]]
}


[2]
{
  "formula": "C16H16ClNO2S",
  "method": "ωB97M-V/def2-TZVPD",
  "energy_ev": -45794.7419,
  "smiles": "O=S(=O)(Nc1cccc2c1CCCC2)c1ccc(Cl)cc1",
  "e_above_lowest_kj_mol": 96.4,
  "homo_energy_ev": -9.1,
  "orbital_gap_ev": 9.45,
  "lumo_energy_ev": 0.4,
  "elements": ["O", "S", "O", "N", "C", "C", "C", "C", "C", "C", "C", "C", "C", "C", "H", "H", "H", "H", "H", "H", "H", "H", "H", "H", "H", "H", "C", "C", "C", "C", "C", "C", "H", "H", "Cl", "H", "H"],
  "coordinates": [[-0.7259, -1.4678, -1.2684], [0.0141, -1.7445, -0.0704], [0.2168, -3.1100, 0.3135], [-0.6891, -0.9868, 1.2602], [-1.3333, 0.2342, 0.9409], [-0.5533, 1.3842, 0.9218], [-1.1128, 2.5982, 0.5690], [-2.4534, 2.6724, 0.2316], [-3.2366, 1.5304, 0.2492], [-2.6811, 0.3001, 0.6016], [-3.5878, -0.8870, 0.4993], [-4.2170, -0.8741, -0.8998], [-4.9493, 0.4454, -1.1978], [-4.6833, 1.5202, -0.1314], [-4.9954, 2.4979, -0.5009], [-5.2797, 1.2940, 0.7576], [-6.0260, 0.2773, -1.2594], [-4.6227, 0.8283, -2.1654], [-3.4057, -1.0228, -1.6141], [-4.9023, -1.7175, -0.9942], [-4.3712, -0.8299, 1.2615], [-3.0446, -1.8238, 0.6317], [-2.8904, 3.6189, -0.0516], [-0.5001, 3.4870, 0.5553], [0.4898, 1.3128, 1.1894], [-1.2732, -1.6472, 1.7534], [1.5824, -0.8955, -0.1473], [1.7851, 0.0784, -1.1051], [2.9870, 0.7645, -1.1342], [3.9639, 0.4562, -0.1965], [3.7590, -0.5276, 0.7629], [2.5534, -1.2067, 0.7843], [2.3546, -1.9813, 1.5070], [4.5339, -0.7528, 1.4785], [5.4609, 1.3087, -0.2246], [3.1685, 1.5300, -1.8718], [0.9983, 0.2829, -1.8135]],
  "forces_ev_per_a": [[0.2, 0.3, 0.1], [0.0, -0.1, 0.2], [0.1, 0.0, 0.3], [0.4, -0.5, -0.5], [-0.2, 0.8, -0.1], [-0.1, 0.0, 0.1], [0.1, 0.0, 0.0], [0.0, -0.1, 0.0], [0.0, 0.1, 0.1], [0.1, 0.0, 0.1], [0.1, -0.1, -0.2], [0.0, -0.1, 0.0], [-0.1, 0.0, 0.0], [0.0, 0.0, -0.1], [0.0, 0.0, 0.1], [-0.1, 0.1, 0.0], [0.0, 0.0, -0.1], [-0.1, 0.0, 0.0], [-0.1, -0.1, 0.0], [0.0, 0.0, -0.1], [0.0, -0.1, 0.0], [-0.1, 0.0, 0.1], [-0.1, 0.1, 0.0], [0.1, 0.1, 0.0], [0.1, 0.0, 0.1], [0.0, -0.2, 0.0], [-0.5, -0.2, -0.1], [-0.1, 0.0, -0.1], [0.1, 0.0, 0.1], [-0.3, -0.1, 0.0], [-0.1, 0.0, 0.0], [0.1, 0.0, 0.1], [0.1, -0.1, 0.2], [0.1, 0.0, 0.0], [0.2, 0.1, 0.0], [0.0, 0.1, -0.1], [-0.1, 0.1, -0.1]]
}


[3]
{
  "formula": "C7H9O4PZn",
  "method": "ωB97M-V/def2-TZVPD",
  "energy_ev": -73282.0618,
  "e_above_lowest_kj_mol": 32.4,
  "charge": 2,
  "homo_energy_ev": -18.3,
  "orbital_gap_ev": 8.16,
  "lumo_energy_ev": -10.1,
  "elements": ["Zn", "O", "C", "C", "O", "C", "O", "C", "O", "C", "P", "C", "C", "H", "H", "H", "H", "H", "H", "H", "H", "H"],
  "coordinates": [[0.4428, -0.9218, -0.1168], [-0.6160, 4.0071, 0.2351], [-0.3952, 2.9074, 0.4081], [2.4137, -0.8678, 0.1385], [3.5614, -1.1209, 0.2073], [-1.6405, -1.4895, -0.1882], [-2.7013, -1.9741, -0.3279], [0.1619, 0.1078, -2.0843], [0.0657, 0.2075, -3.2650], [1.2817, 0.2697, 3.3758], [0.0923, -0.4479, 2.1923], [0.0046, -2.2468, 2.7578], [-1.5426, 0.1278, 2.9576], [2.2899, -0.0311, 3.0653], [1.0904, -0.0648, 4.4113], [1.2077, 1.3667, 3.3189], [-0.2312, -2.2986, 3.8490], [-0.8191, -2.7567, 2.1995], [0.9919, -2.7281, 2.5603], [-1.5952, -0.2230, 4.0236], [-1.5857, 1.2468, 2.9557], [-2.4056, -0.3311, 2.4051]],
  "forces_ev_per_a": [[-1.3, 1.6, 0.6], [0.4, -2.0, 0.3], [-0.4, 1.9, -0.4], [8.9, -2.5, -0.5], [-7.1, 1.9, -0.1], [-6.6, -3.9, -1.6], [6.2, 3.1, 1.1], [-0.4, 0.3, -8.3], [0.6, -0.4, 8.2], [0.4, 0.3, -0.6], [-1.8, -0.7, 3.2], [0.2, 0.2, -0.4], [0.0, 0.1, -0.5], [0.0, 0.2, 0.3], [-0.1, 0.0, -0.6], [0.1, -0.3, 0.1], [0.3, 0.1, -0.9], [0.7, 0.2, 0.5], [-0.8, 0.0, 0.2], [0.3, 0.2, -1.0], [-0.1, -1.0, -0.2], [0.7, 0.6, 0.5]]
}


[4]
{
  "formula": "C17H15Cl2N5O2S",
  "method": "ωB97M-V/def2-TZVPD",
  "energy_ev": -65299.0889,
  "smiles": "CCOC(=O)c1nc(C)nc(Sc2n[nH]c(-c3cc(Cl)cc(Cl)c3)n2)c1C",
  "e_above_lowest_kj_mol": 0.0,
  "homo_energy_ev": -9.1,
  "orbital_gap_ev": 9.02,
  "lumo_energy_ev": 0.0,
  "elements": ["C", "C", "H", "H", "O", "C", "O", "C", "N", "C", "N", "C", "C", "C", "H", "H", "H", "S", "C", "N", "N", "C", "N", "C", "C", "C", "C", "C", "C", "H", "Cl", "H", "Cl", "H", "H", "C", "H", "H", "H", "H", "H", "H"],
  "coordinates": [[-6.7905, -1.9468, 0.4202], [-6.0697, -1.7104, -0.8992], [-6.0365, -2.6216, -1.4997], [-6.5607, -0.9083, -1.4611], [-4.7025, -1.3591, -0.6852], [-4.4407, -0.0888, -0.4096], [-5.2672, 0.7906, -0.3820], [-2.9761, 0.1034, -0.1481], [-2.3664, -0.9493, 0.4014], [-1.0799, -0.8561, 0.6659], [-0.3371, 0.2182, 0.4147], [-0.9357, 1.2576, -0.1270], [-2.3055, 1.2863, -0.4483], [-2.9026, 2.4997, -1.0684], [-3.9735, 2.3897, -1.1983], [-2.7057, 3.3639, -0.4343], [-2.4293, 2.6898, -2.0320], [0.0568, 2.6724, -0.4632], [1.5574, 2.0690, 0.2120], [1.8208, 2.1064, 1.5014], [3.0244, 1.5437, 1.5881], [3.4594, 1.1924, 0.3512], [2.5362, 1.5282, -0.5310], [4.7257, 0.5628, 0.0387], [5.6455, 0.2280, 1.0311], [6.8418, -0.3685, 0.6695], [7.1432, -0.6394, -0.6562], [6.2155, -0.3008, -1.6319], [5.0126, 0.2958, -1.2996], [4.2880, 0.5618, -2.0515], [6.5765, -0.6307, -3.2819], [8.0786, -1.1033, -0.9237], [7.9824, -0.7835, 1.8943], [5.4479, 0.4218, 2.0730], [3.4640, 1.4352, 2.4885], [-0.4012, -2.0257, 1.2938], [-0.2028, -1.8082, 2.3422], [0.5499, -2.2098, 0.8007], [-1.0432, -2.8977, 1.2239], [-6.8266, -1.0239, 0.9938], [-7.8057, -2.2818, 0.2271], [-6.2678, -2.7029, 1.0006]],
  "forces_ev_per_a": [[0.3, 0.1, -0.2], [-0.6, 0.1, 0.0], [0.0, 0.1, 0.0], [0.1, -0.2, 0.0], [0.2, -0.2, 0.0], [-0.3, 0.1, -0.1], [0.0, 0.0, 0.1], [0.6, 0.3, 0.1], [-0.3, -0.2, 0.0], [-0.1, 0.1, -0.1], [0.1, 0.0, 0.0], [-0.1, -0.3, 0.1], [0.0, -0.4, 0.2], [-0.1, 0.1, -0.1], [0.0, 0.1, 0.0], [-0.1, 0.1, 0.0], [0.0, 0.1, -0.1], [0.0, 0.3, 0.0], [0.2, 0.1, 0.4], [-0.6, 0.4, 0.4], [0.2, -0.2, -0.5], [-0.7, 0.4, 0.2], [0.5, -0.3, -0.3], [0.7, -0.3, -0.1], [-0.1, 0.0, -0.2], [-0.2, 0.1, -0.2], [-0.1, 0.0, 0.0], [-0.1, 0.1, 0.4], [0.0, 0.0, 0.1], [0.0, 0.0, -0.1], [0.1, 0.0, -0.2], [0.1, 0.0, 0.0], [0.1, -0.1, 0.2], [0.0, 0.0, 0.1], [-0.1, 0.0, -0.1], [0.0, -0.1, 0.0], [0.0, 0.0, 0.1], [0.1, 0.0, 0.0], [0.0, -0.1, 0.0], [-0.1, 0.0, 0.1], [-0.1, 0.0, 0.0], [0.0, -0.1, 0.1]]
}